Entry 1:
The following is a quantum chemistry calculation of one molecule with the formula C20H31N5O4, from OMol25.

As for the SMILES: CC(C)Cn1[nH]c(CC(=O)N2CC(CN(C)C(=O)CC(=O)NC3CC3)C2)cc1=O. The calculation puts the energy above the lowest of the compared OMol25 structures with the same formula, charge and spin at 139.4 kJ/mol. Its HOMO energy is -8.6 eV. As for the orbital gap: 0.33375 Eh.

Each line ends with the Löwdin charge.
Cartesian coordinates (Å):
O (4.012, -3.107, -5.779)  0.04
O (6.438, -1.377, -8.713)  0.06
O (0.935, -0.348, -1.983)  0.04
O (0.907, -6.023, -1.170)  0.08
N (-0.482, -1.403, -3.461)  -0.06
N (4.332, -2.051, -8.224)  0.12
N (5.767, -3.494, -4.455)  -0.10
N (-0.654, -2.718, -3.910)  0.10
N (2.163, -5.784, -3.025)  -0.02
C (6.188, -2.578, -6.694)  0.00
C (-0.722, -0.299, -4.363)  -0.10
C (5.646, -1.930, -7.970)  -0.48
C (3.492, -5.886, -2.422)  -0.07
C (-0.396, -0.482, -6.871)  -0.08
C (4.847, -3.902, -3.394)  -0.11
C (2.264, -1.560, -9.537)  -0.10
C (3.750, -1.508, -9.412)  -0.29
C (-0.133, -5.012, -3.086)  -0.02
C (-0.007, -3.524, -2.983)  -0.26
C (0.696, -2.776, -2.115)  0.08
C (2.641, -5.046, -4.208)  -0.09
C (2.958, -0.235, -9.341)  -0.09
C (5.232, -3.074, -5.624)  -0.40
C (0.271, -0.142, -5.541)  -0.38
C (7.186, -3.575, -4.158)  -0.03
C (4.085, -5.192, -3.674)  -0.21
C (1.011, -5.667, -2.329)  -0.49
C (0.452, -1.372, -2.436)  -0.47
C (1.567, -0.921, -5.345)  -0.06
H (7.419, -4.561, -3.752)  0.10
H (-1.067, -5.349, -2.635)  0.13
H (5.455, -4.028, -2.496)  0.13
H (3.018, 0.446, -10.179)  0.10
H (7.785, -3.435, -5.051)  0.08
H (1.837, -1.786, -10.504)  0.10
H (2.432, -5.541, -5.156)  0.12
H (2.873, 0.236, -8.371)  0.09
H (1.387, -1.998, -5.335)  0.07
H (3.823, -6.906, -2.233)  0.12
H (-1.306, 0.102, -7.020)  0.08
H (4.698, -5.862, -4.276)  0.15
H (2.066, -0.645, -4.416)  0.08
H (0.274, -0.278, -7.708)  0.06
H (2.298, -4.014, -4.253)  0.09
H (3.765, -2.486, -7.505)  0.11
H (6.802, -3.417, -7.032)  0.14
H (1.712, -1.960, -8.696)  0.09
H (6.883, -1.853, -6.272)  0.13
H (-0.126, -5.307, -4.138)  0.13
H (1.337, -3.123, -1.322)  0.13
H (4.139, -3.092, -3.201)  0.14
H (0.530, 0.920, -5.574)  0.13
H (7.477, -2.821, -3.423)  0.10
H (2.257, -0.715, -6.165)  0.06
H (4.356, -1.668, -10.292)  0.15
H (-1.626, -2.946, -4.091)  0.16
H (-0.674, 0.577, -3.717)  0.13
H (-1.748, -0.376, -4.733)  0.12
H (3.569, -5.310, -1.495)  0.13
H (-0.666, -1.542, -6.910)  0.08

Entry 2:
The following is a quantum chemistry calculation of one molecule with the formula C20H31N5O4, from OMol25.

As for the SMILES: CC(C)Cn1[nH]c(CC(=O)N2CC(CN(C)C(=O)CC(=O)NC3CC3)C2)cc1=O. The calculation puts the energy above the lowest of the compared OMol25 structures with the same formula, charge and spin at 136.5 kJ/mol. Its HOMO energy is -8.6 eV. As for the orbital gap: 0.32885 Eh.

Each line ends with the Löwdin charge.
Cartesian coordinates (Å):
O (-4.408, -0.984, -3.303)  0.06
O (-1.394, -0.879, -0.427)  0.04
O (4.188, -0.901, -0.574)  0.04
O (2.301, -0.918, 4.919)  0.07
N (0.503, -0.843, 3.576)  -0.03
N (-2.265, -2.647, 0.641)  -0.10
N (-2.805, 0.341, -2.403)  0.12
N (3.717, 1.221, 0.198)  -0.05
N (2.949, 1.750, 1.245)  0.10
C (1.645, 0.948, -1.855)  -0.05
C (3.833, 1.932, -1.057)  -0.12
C (-3.589, -0.752, -2.430)  -0.48
C (-0.086, -2.152, 3.802)  -0.07
C (-2.307, -1.694, -0.321)  -0.41
C (1.641, -0.336, 4.077)  -0.49
C (2.089, 0.973, 3.448)  -0.02
C (-1.134, -1.823, 2.707)  -0.21
C (2.519, 2.198, -1.804)  -0.39
C (-1.659, 1.306, -4.451)  -0.08
C (-3.522, -1.699, -1.233)  0.00
C (-3.319, -3.602, 0.932)  -0.03
C (-2.808, 1.277, -3.486)  -0.29
C (2.720, 0.696, 2.119)  -0.25
C (-0.448, -0.437, 2.539)  -0.07
C (-1.835, 2.406, -3.429)  -0.10
C (1.749, 3.393, -1.246)  -0.08
C (3.127, -0.465, 1.579)  0.08
C (-1.085, -2.742, 1.495)  -0.12
C (3.746, -0.165, 0.291)  -0.46
H (-4.211, -3.406, 0.349)  0.08
H (1.239, 0.716, -0.866)  0.08
H (-0.474, -2.292, 4.811)  0.12
H (4.365, 2.873, -0.883)  0.12
H (0.902, 3.637, -1.889)  0.06
H (0.802, 1.103, -2.530)  0.06
H (-3.592, -3.544, 1.989)  0.09
H (-1.026, -3.780, 1.830)  0.13
H (2.824, 2.448, -2.826)  0.13
H (2.208, 0.078, -2.194)  0.09
H (-0.195, -2.528, 0.901)  0.14
H (1.364, 3.178, -0.248)  0.06
H (3.025, -1.452, 1.996)  0.13
H (-2.158, 3.381, -3.763)  0.10
H (0.590, -2.980, 3.569)  0.13
H (-1.062, 0.421, 2.819)  0.12
H (-3.675, -2.697, -1.643)  0.13
H (-1.869, 1.527, -5.487)  0.10
H (1.251, 1.662, 3.316)  0.13
H (3.371, 2.577, 1.655)  0.16
H (2.812, 1.425, 4.128)  0.13
H (4.478, 1.291, -1.658)  0.13
H (-2.052, 0.339, -1.723)  0.11
H (-4.412, -1.478, -0.638)  0.14
H (-1.148, 2.416, -2.592)  0.08
H (-2.983, -4.620, 0.721)  0.10
H (-3.797, 1.458, -3.879)  0.14
H (-0.005, -0.270, 1.558)  0.10
H (2.382, 4.281, -1.185)  0.07
H (-0.862, 0.595, -4.280)  0.10
H (-2.151, -1.763, 3.093)  0.14

Entry 3:
The following is a quantum chemistry calculation of one molecule with the formula C20H31NO2, from OMol25.

As for the SMILES: Cc1cccc(OC[C@@H](O)CN2C[C@]3(C)C[C@H]2CC(C)(C)C3)c1. The calculation puts the energy above the lowest of the compared OMol25 structures with the same formula, charge and spin at 4.8 kJ/mol. Its HOMO energy is -8.5 eV. As for the orbital gap: 0.33612 Eh.

Each line ends with the Löwdin charge.
Cartesian coordinates (Å):
O (-2.651, 2.327, -0.272)  -0.04
O (0.515, 4.126, -0.506)  -0.02
N (1.205, 1.551, -0.327)  -0.12
C (-0.487, 3.232, -0.909)  -0.33
C (0.884, 0.932, 0.954)  -0.10
C (-2.807, 1.065, 0.231)  -0.28
C (-3.316, 0.113, -0.653)  0.02
C (1.851, -1.419, 0.812)  -0.09
C (2.269, -2.915, -1.142)  -0.06
C (0.134, 1.857, -1.246)  -0.11
C (-1.585, 3.138, 0.177)  -0.13
C (2.081, 0.022, 1.283)  -0.46
C (-2.761, -0.611, 1.945)  -0.08
C (-4.054, -2.215, -1.221)  -0.05
C (-3.242, -1.554, 1.058)  -0.07
C (2.383, 0.882, -0.858)  -0.28
C (3.182, 0.632, 0.413)  -0.07
C (1.585, -1.612, -0.701)  -0.50
C (-2.546, 0.697, 1.547)  -0.04
C (0.083, -1.797, -0.955)  -0.05
C (-3.538, -1.194, -0.253)  -0.29
C (2.411, 0.028, 2.771)  -0.04
C (2.143, -0.460, -1.571)  -0.08
H (-0.661, 1.100, -1.270)  0.11
H (1.887, -3.757, -0.569)  0.08
H (1.017, -1.848, 1.372)  0.13
H (-0.101, -1.982, -2.012)  0.09
H (0.790, 1.713, 1.720)  0.13
H (-2.551, -0.891, 2.968)  0.11
H (-1.985, 4.143, 0.348)  0.14
H (2.614, 1.040, 3.114)  0.08
H (2.885, 1.561, -1.557)  0.15
H (-3.253, -2.895, -1.508)  0.08
H (2.079, -3.105, -2.196)  0.08
H (1.580, -0.372, 3.347)  0.08
H (-4.440, -1.740, -2.119)  0.08
H (3.346, -2.860, -0.994)  0.08
H (1.216, 3.573, -0.118)  0.08
H (-3.530, 0.424, -1.664)  0.13
H (3.290, -0.582, 2.968)  0.08
H (3.540, 1.571, 0.837)  0.13
H (-0.055, 0.369, 0.932)  0.11
H (-4.847, -2.806, -0.766)  0.08
H (-3.401, -2.572, 1.382)  0.11
H (-2.192, 1.420, 2.266)  0.11
H (2.744, -1.987, 1.083)  0.12
H (-1.147, 2.774, 1.107)  0.10
H (3.111, -0.762, -1.979)  0.12
H (-0.292, -2.650, -0.392)  0.09
H (4.025, -0.039, 0.263)  0.13
H (1.476, -0.302, -2.420)  0.11
H (0.569, 1.924, -2.246)  0.13
H (-0.957, 3.642, -1.811)  0.15
H (-0.497, -0.928, -0.660)  0.05